C4H7N3 | wB97M-V/def2-TZVPD

The value obtained for the energy above the lowest of the compared OMol25 structures with the same formula, charge and spin is 48.9 kJ/mol. The value obtained for the total energy is -320.864659 hartree. As for the SMILES: [H]/N=C(\C#N)NCC. The frontier orbital gap is 10.50 eV. The calculation puts the HOMO energy at -9.7 eV.

Atoms and positions in Å:
H1 -2.922 -1.011 0.248
N1 -2.137 -0.387 0.420
C1 -1.027 -1.010 0.333
C2 -0.920 -2.436 0.003
N2 -0.819 -3.544 -0.305
N3 0.199 -0.429 0.513
C3 0.371 1.015 0.429
C4 1.354 1.410 -0.677
H2 0.995 -1.001 0.276
H3 -0.622 1.436 0.255
H4 0.722 1.407 1.389
H5 1.251 0.764 -1.556
H6 2.392 1.346 -0.333
H7 1.163 2.440 -0.995

Force components x, y, z for each atom (eV/Å):
0.1 0.1 0.0
0.2 -0.2 0.0
0.0 0.1 0.0
0.1 -0.8 -0.2
-0.1 0.8 0.3
-0.1 -0.1 -0.2
-0.1 0.2 0.0
0.0 0.0 0.0
-0.1 0.1 0.1
0.2 -0.1 0.0
-0.1 -0.1 -0.1
-0.1 0.1 0.1
-0.2 0.0 -0.1
0.1 -0.2 0.1